1.
This record from the Open Molecules 2025 dataset describes 11 unconnected molecules or ions with the total composition C4H29NO12 at a distorted geometry. The level of theory is the ωB97M-V functional and the def2-TZVPD basis.

The largest force on an atom comes out at 3.91 eV/Å. As for the SMILES: C[C@@H](O)CC(N)=O.O.O.O.O.O.O.O.O.O.O. The calculation puts the LUMO energy at 0.12 eV. The calculation puts the energy above the lowest of the compared OMol25 structures with the same formula, charge and spin at 254.6 kJ/mol. The HOMO-LUMO gap comes out at 10.79 eV.

```
! wB97M-V def2-TZVPD RIJCOSX def2/J DEFGRID3
* xyz 0 1
C 0.84 2.51 1.77
C 0.08 1.41 0.94
O -0.48 0.56 1.97
C -1.07 1.97 -0.07
C -1.43 0.89 -1.14
N -0.59 0.83 -2.27
O -2.44 0.14 -1.07
H 1.04 3.45 1.15
H -0.02 2.80 2.41
H 1.72 2.13 2.32
H 0.68 0.66 0.50
H -1.19 -0.17 1.65
H -1.97 2.25 0.57
H -0.66 2.90 -0.61
H 0.17 1.54 -2.34
H -1.07 0.36 -3.05
O -1.36 1.17 4.46
H -1.15 0.85 3.58
H -1.78 2.11 4.39
O 2.91 -0.98 -1.04
H 2.17 -1.19 -0.42
H 3.63 -1.54 -0.62
O -2.23 -1.41 1.06
H -2.45 -0.75 0.28
H -2.79 -1.34 1.78
O 1.68 2.29 -2.76
H 1.81 1.34 -2.86
H 2.44 2.71 -2.30
O 1.21 -1.74 0.86
H 1.04 -1.11 1.63
H 0.46 -2.45 0.92
O -0.82 -3.43 0.73
H -0.77 -3.95 -0.04
H -1.74 -3.05 0.70
O -3.24 -0.71 4.04
H -2.61 0.11 4.34
H -2.65 -1.51 4.19
O -0.33 -2.77 -2.92
H 0.55 -2.53 -3.01
H -0.69 -2.05 -2.38
O 2.14 -1.90 -3.59
H 2.42 -1.68 -2.68
H 2.71 -2.70 -3.75
O 3.76 2.75 -1.26
H 4.48 2.77 -1.89
H 3.45 1.84 -1.35
*
```



2.
This record from the Open Molecules 2025 dataset describes a molecular structure, C4H2AgLiO2 at a distorted geometry. The level of theory is the ωB97M-V functional and the def2-TZVPD basis.

The largest force on an atom comes out at 4.81 eV/Å. The calculation puts the LUMO energy (alpha / beta) at -4.89 / -5.13 eV. The calculation puts the energy above the lowest of the compared OMol25 structures with the same formula, charge and spin at 22.7 kJ/mol. The HOMO-LUMO gap (alpha / beta) comes out at 6.44 / 8.16 eV. The expectation value of S² is 0.773.

```
! wB97M-V def2-TZVPD RIJCOSX def2/J DEFGRID3
* xyz 1 2
H 0.05 -2.78 0.06
O 1.41 -1.71 1.19
C 0.33 -1.79 0.47
C -0.37 -0.77 -0.05
C -0.87 0.28 -0.69
Li 2.66 -0.64 1.76
O -0.81 2.60 -0.96
C -0.48 1.65 -0.22
Ag -1.69 1.31 -2.38
H -0.22 1.86 0.83
*
```



3.
This record from the Open Molecules 2025 dataset describes C4H2Br2N2O4S in the gas phase at a distorted geometry. The level of theory is the ωB97M-V functional and the def2-TZVPD basis.

The largest force on an atom comes out at 4.92 eV/Å. The calculation puts the LUMO energy (alpha / beta) at -1.70 / -1.70 eV. The calculation puts the energy above the lowest of the compared OMol25 structures with the same formula, charge and spin at 230.1 kJ/mol. The HOMO-LUMO gap (alpha / beta) comes out at 7.91 / 7.91 eV.

```
! wB97M-V def2-TZVPD RIJCOSX def2/J DEFGRID3
* xyz 0 1
C 0.93 -0.61 0.24
C 0.58 -0.53 1.55
C -1.85 -0.01 0.30
C -0.85 0.29 -0.76
N 2.01 -1.09 -0.50
N -0.28 1.71 -0.80
O 1.93 -1.37 -1.69
O 0.10 2.10 -1.85
O 3.02 -1.08 0.17
O -0.41 2.32 0.25
S -1.02 -0.23 1.99
Br 1.84 -0.79 3.01
Br -1.16 -0.48 -2.47
H -2.57 0.65 0.52
H -2.26 -0.89 0.05
*
```



4.
This record from the Open Molecules 2025 dataset describes 2 unconnected molecules or ions with the total composition C4H2BrF2O2 at a distorted geometry. The level of theory is the ωB97M-V functional and the def2-TZVPD basis.

The largest force on an atom comes out at 3.94 eV/Å. The calculation puts the LUMO energy at 3.63 eV. The calculation puts the energy above the lowest of the compared OMol25 structures with the same formula, charge and spin at 22.3 kJ/mol. The HOMO-LUMO gap comes out at 7.05 eV.

```
! wB97M-V def2-TZVPD RIJCOSX def2/J DEFGRID3
* xyz -1 1
C 0.08 1.51 1.92
C 0.82 -0.59 -0.64
C -0.27 0.39 -0.40
C -0.61 -1.04 -0.61
O -0.25 2.58 1.73
O 0.42 0.55 2.49
F -1.09 -1.89 0.42
F -1.09 -1.57 -1.76
Br -0.73 1.54 -2.06
H 1.51 -0.69 -1.42
H 1.23 -0.79 0.34
*
```



5.
This record from the Open Molecules 2025 dataset describes 2 unconnected molecules or ions with the total composition C4H2BrN at a distorted geometry. The level of theory is the ωB97M-V functional and the def2-TZVPD basis.

The largest force on an atom comes out at 5.13 eV/Å. The calculation puts the LUMO energy (alpha / beta) at -4.21 / -4.22 eV. The calculation puts the energy above the lowest of the compared OMol25 structures with the same formula, charge and spin at 329.9 kJ/mol. The HOMO-LUMO gap (alpha / beta) comes out at 4.77 / 4.74 eV.

```
! wB97M-V def2-TZVPD RIJCOSX def2/J DEFGRID3
* xyz 0 1
C 1.49 1.92 0.19
C -0.61 -2.33 -0.56
C 0.90 0.84 0.19
C -0.17 -1.21 -0.26
N 0.17 -0.17 0.30
Br -2.46 1.15 0.63
H 1.90 2.78 0.62
H -1.21 -2.99 -1.11
*
```



6.
This record from the Open Molecules 2025 dataset describes 2 unconnected molecules or ions with the total composition C4H2Cl2 at a distorted geometry. The level of theory is the ωB97M-V functional and the def2-TZVPD basis.

The largest force on an atom comes out at 3.07 eV/Å. As for the SMILES: C#CCl.C#CCl. The calculation puts the LUMO energy at 0.66 eV. The calculation puts the energy above the lowest of the compared OMol25 structures with the same formula, charge and spin at 243.3 kJ/mol. The HOMO-LUMO gap comes out at 10.72 eV.

```
! wB97M-V def2-TZVPD RIJCOSX def2/J DEFGRID3
* xyz 0 1
C -1.81 1.06 0.96
C -1.89 -0.12 0.90
Cl -2.43 -1.67 0.58
H -1.68 2.12 1.10
C 1.87 0.13 -0.25
C 1.86 -0.53 -1.28
Cl 1.78 -1.48 -2.63
H 2.31 0.49 0.62
*
```



7.
This record from the Open Molecules 2025 dataset describes C4H2Cl2F3I in the gas phase at a distorted geometry. The level of theory is the ωB97M-V functional and the def2-TZVPD basis.

The largest force on an atom comes out at 3.66 eV/Å. The calculation puts the LUMO energy (alpha / beta) at 0.04 / -1.37 eV. The calculation puts the energy above the lowest of the compared OMol25 structures with the same formula, charge and spin at 236.3 kJ/mol. The HOMO-LUMO gap (alpha / beta) comes out at 9.00 / 6.94 eV.

```
! wB97M-V def2-TZVPD RIJCOSX def2/J DEFGRID3
* xyz 0 1
C -0.62 -0.72 -0.42
C -0.68 0.35 -1.43
C 0.80 0.97 0.80
C 0.47 -0.39 0.66
F -1.59 1.26 -1.26
F -0.37 0.21 -2.71
F -0.29 1.80 0.95
Cl 1.89 -1.32 0.18
Cl -0.02 -1.14 2.29
I 2.50 1.43 1.91
H -1.72 -0.78 -0.15
H -0.38 -1.68 -0.83
*
```



8.
This record from the Open Molecules 2025 dataset describes C4H2ClNO2 in the gas phase at a distorted geometry. The level of theory is the ωB97M-V functional and the def2-TZVPD basis.

The largest force on an atom comes out at 3.91 eV/Å. As for the SMILES: N#CC(=O)C(=O)CCl. The calculation puts the LUMO energy at -1.83 eV. The calculation puts the energy above the lowest of the compared OMol25 structures with the same formula, charge and spin at 114.2 kJ/mol. The HOMO-LUMO gap comes out at 9.03 eV.

```
! wB97M-V def2-TZVPD RIJCOSX def2/J DEFGRID3
* xyz 0 1
N 3.31 0.01 -0.85
C 2.27 -0.43 -0.49
C 0.89 -0.71 -0.09
O 0.45 -1.81 0.14
C -0.03 0.55 -0.02
O 0.42 1.64 -0.30
C -1.46 0.30 0.50
Cl -2.37 -0.38 -0.90
H -1.91 1.26 0.69
H -1.57 -0.42 1.31
*
```